Entry 1:
38
Properties=species:S:1:pos:R:3:forces:R:3 method="wB97M-V/def2-TZVPD" gap_ev="6.939 / 5.452" total_charge=+1 spin_multiplicity=5
O -2.400177 1.617379 0.287189 1.368 0.333 -1.340
C -1.500530 1.552044 -0.452089 -2.626 -0.214 2.990
Fe -0.196342 0.987070 -1.457834 1.105 -0.330 -0.044
C -1.360961 0.194644 -2.509384 -2.766 -2.341 -1.509
O -2.247994 -0.402087 -2.966150 1.672 1.247 0.538
C -0.010633 2.456722 -2.428043 1.080 3.356 -2.738
O 0.001088 3.367478 -3.153571 -0.235 -2.159 1.883
C -0.847412 -2.604278 1.991167 2.354 0.496 -3.518
C -0.278651 -1.133500 2.054096 -1.228 -0.463 1.383
C 0.461207 -0.504579 0.958166 0.690 0.764 1.434
C 0.392639 -1.047345 -0.316398 -1.210 -3.580 -1.876
C -0.336512 -2.277542 -0.513944 2.658 4.626 -2.883
C -0.926222 -3.009924 0.489179 -1.724 -2.414 3.499
H -0.134165 -3.327911 2.414089 0.135 0.423 -0.146
H -1.173342 -0.477421 2.098579 0.109 -0.221 0.545
H 0.240136 -1.084692 3.031585 -0.130 0.432 -0.373
H 0.751723 0.540786 1.151051 0.144 -0.712 -0.188
H 1.016528 -0.652553 -1.152517 -0.331 -0.172 0.214
H -0.469763 -2.649909 -1.543372 0.289 0.263 0.601
H -1.072247 -4.077091 0.240105 -0.199 0.599 0.438
O -3.168818 -0.321049 3.388003 -0.372 0.252 -0.236
C -4.153842 -1.329106 3.212635 0.008 0.230 0.578
C -3.527658 -2.557929 2.552050 0.671 -0.378 -0.492
C -4.183669 -3.844278 3.084392 -0.237 -0.178 -0.019
C -3.054958 -4.746184 3.609789 0.320 -0.252 -0.363
C -1.929756 -3.793605 3.981879 -0.447 0.885 -0.203
N -1.970287 -2.674859 2.905996 -2.704 0.068 2.232
H -3.628447 0.472653 3.704495 0.419 -0.111 -0.105
H -4.543327 -1.580130 4.209126 -0.002 -0.173 -0.221
H -5.008860 -0.990310 2.602643 0.375 -0.136 0.059
H -3.577128 -2.458794 1.468276 0.155 -0.101 0.018
H -4.880444 -3.605765 3.906384 0.304 0.003 -0.369
H -4.780781 -4.323067 2.295920 0.283 0.026 0.278
H -3.359453 -5.351448 4.474206 0.095 0.168 -0.327
H -2.708603 -5.419401 2.815840 -0.098 0.013 0.197
H -2.193506 -3.241771 4.893817 0.242 -0.384 0.011
H -0.914507 -4.200493 4.056477 -0.397 0.080 -0.050
H -1.891592 -1.801355 3.436995 0.230 0.055 0.099

=====

Entry 2:
37
Properties=species:S:1:pos:R:3:forces:R:3 method="wB97M-V/def2-TZVPD" gap_ev="2.846 / 2.902" total_charge=+2
C -0.741265 -3.415544 -3.708115 0.154 -0.420 -0.208
C 0.676399 -3.749395 -3.202627 -0.153 -0.425 -0.779
H -1.513780 -3.996512 -3.191532 0.076 0.205 0.033
H -0.806397 -3.709664 -4.767634 -0.006 0.176 0.340
H -1.007452 -2.347221 -3.701681 0.076 -0.244 -0.126
H 0.908076 -3.466047 -2.171013 0.083 -0.092 0.137
H 0.813331 -4.836217 -3.259247 0.002 0.250 0.184
H 1.435661 -3.317009 -3.861051 -0.061 0.109 0.246
Pb -0.506640 -1.561099 -1.357477 -0.616 0.887 0.413
C 1.466172 -0.595382 -1.733882 1.754 0.515 -0.232
H 2.224757 -1.221179 -1.239871 -0.375 0.084 -0.212
H 1.462678 0.410432 -1.297493 -0.373 -0.311 0.056
H 1.629895 -0.513585 -2.814621 -0.138 -0.267 0.271
I -1.616434 0.387425 -3.242433 -0.135 -0.094 0.412
C -2.269557 5.074851 0.828900 -0.176 -0.164 -0.295
C -1.353772 4.722117 1.829745 0.670 -0.989 0.253
C -0.741722 3.470861 1.798281 -0.399 1.232 0.727
C -1.040376 2.561740 0.768858 0.416 -0.532 -0.416
C -1.948180 2.926456 -0.246676 -0.349 0.232 -0.406
C -2.559798 4.178581 -0.213472 0.233 -0.615 -0.260
N -0.446900 1.282530 0.747641 0.936 0.926 1.464
N 0.430538 1.195210 1.690626 -1.298 -0.492 -0.886
C 0.824479 -0.067342 2.103383 0.273 -0.487 -0.383
C 1.550604 -0.116242 3.318948 -0.292 0.131 -0.700
C 2.006219 -1.343538 3.778776 -0.070 -0.407 -0.458
C 1.733441 -2.478337 2.990097 0.232 0.462 0.497
C 1.007431 -2.331150 1.806472 -0.689 0.626 -0.435
N 0.533798 -1.153553 1.354622 0.408 -0.863 0.446
H -2.764900 6.044741 0.857152 0.120 -0.225 0.004
H -1.108405 5.403111 2.641219 -0.102 -0.043 -0.245
H -0.024257 3.162978 2.554248 -0.244 0.328 -0.135
H -2.123206 2.202948 -1.048300 -0.210 0.355 0.343
H -3.266649 4.449684 -0.997955 0.211 -0.027 0.268
H 1.705135 0.836414 3.818316 0.139 -0.296 0.091
H 2.590605 -1.418734 4.696324 -0.244 -0.017 -0.244
H 2.084808 -3.469124 3.277037 -0.088 0.295 -0.023
H 0.755665 -3.203203 1.194436 0.234 0.193 0.261

=====

Entry 3:
42
Properties=species:S:1:pos:R:3:forces:R:3 method="wB97M-V/def2-TZVPD" gap_ev="6.648 / 5.376" spin_multiplicity=5
Ru 0.825477 -1.098126 -1.068754 0.440 0.717 2.418
C 3.291073 -4.550293 -1.091599 2.425 -0.396 -2.645
C 2.508057 -3.479367 -0.495715 -1.663 1.450 2.513
O 2.365802 -2.454615 -1.261823 -0.935 0.501 0.245
C 2.035806 -3.515647 0.866146 -0.129 -0.131 -0.638
C 1.240851 -2.531307 1.551061 -0.303 1.356 -2.213
C 0.896975 -2.686057 2.993811 0.973 0.492 1.405
N 0.781650 -1.408485 0.897867 1.265 -1.756 1.167
N 0.453927 -0.318622 1.705160 -1.127 -0.011 -1.499
C -0.136737 0.603356 0.963457 1.193 0.273 1.200
O -0.297625 0.617369 -0.312794 1.097 -1.863 -0.947
C -0.447266 1.853935 1.685832 0.537 -1.161 0.239
C -0.707907 1.671119 3.029273 -0.830 0.265 0.841
C -1.040216 2.749360 3.820593 0.015 0.900 -1.128
C -0.979575 3.997121 3.198259 -0.344 1.391 -0.106
C -0.641157 4.198804 1.863557 1.435 0.977 -1.644
C -0.280484 3.084108 1.090306 -0.575 0.027 0.760
H 2.882973 -5.574653 -1.123313 0.037 0.593 0.468
H 4.293974 -4.521254 -0.600351 -0.661 -0.480 -0.223
H 3.527419 -4.242083 -2.206934 -0.612 -0.636 2.187
H 2.335465 -4.376385 1.487101 -0.268 0.404 -0.579
H 0.932449 -1.706944 3.545295 0.133 -0.867 -0.760
H 1.657981 -3.353712 3.430755 -0.405 0.190 0.023
H -0.088252 -3.096003 3.244828 0.074 -0.038 -0.650
H -0.652876 0.670292 3.415141 -0.262 -0.165 0.130
H -1.433655 2.709348 4.817988 0.316 -0.331 0.409
H -1.180915 4.912695 3.750864 -0.187 -0.284 0.196
H -0.493211 5.239641 1.354310 -0.506 -1.898 1.453
H 0.202639 3.045842 0.126059 -0.449 0.667 -0.358
S -0.481511 -2.221388 -2.514494 -2.522 -1.190 0.677
S 0.879582 -2.681713 -3.815608 0.843 1.229 -1.561
S 1.316478 -0.557800 -4.323705 0.599 -0.834 -0.757
S 1.665216 0.355407 -2.632745 0.544 0.559 -0.622
C -1.370341 2.235411 -2.983261 1.044 1.897 1.717
S -2.842959 2.209546 -1.932958 -0.454 0.004 -0.211
C -4.244339 1.964733 -3.100122 0.077 -0.943 -0.238
H -1.174138 3.308184 -3.304153 -0.018 -1.462 0.144
H -1.428703 1.570746 -3.797380 -0.207 -0.760 -1.081
H -0.529237 1.874702 -2.305137 -1.116 0.640 -0.858
H -3.861155 1.631974 -4.094886 -0.315 0.398 0.750
H -5.000317 2.758648 -3.210826 0.787 0.125 0.084
H -4.781199 1.112105 -2.661120 0.053 0.153 -0.309

=====

Entry 4:
40
Properties=species:S:1:pos:R:3:forces:R:3 method="wB97M-V/def2-TZVPD" smiles="N[C@@H](CCC(=O)O)C(=O)N[C@@H](Cc1ccc(O)cc1)C(=O)O" gap_ev=9.344
N 0.095818 -3.547040 0.633645 -1.092 -0.699 0.740
C 0.765925 -2.437297 0.024853 0.104 -0.339 -2.149
C 2.314885 -2.704113 0.058028 -1.759 -0.471 -1.063
C 3.153905 -1.633725 -0.584917 1.602 -0.409 -1.081
C 3.283163 -0.408088 0.207769 -1.077 0.594 0.804
O 2.328078 0.043069 0.825271 1.198 0.070 -0.205
O 4.500805 0.173275 0.221712 -0.844 0.286 1.227
C 0.367759 -2.409960 -1.502719 0.866 0.069 0.344
O 0.810041 -3.211731 -2.312563 -0.096 -0.011 0.439
N -0.475068 -1.437812 -1.925078 -0.076 0.524 2.051
C -1.173362 -0.443479 -1.128589 1.169 0.975 0.551
C -0.408352 0.940101 -1.045564 -1.439 0.503 -0.410
C -0.957144 1.912831 0.011740 2.245 -2.188 0.205
C -1.705979 2.986459 -0.274129 -1.624 1.893 1.330
C -2.197961 3.784637 0.794518 -0.326 0.235 -1.092
C -1.927654 3.485664 2.109498 1.311 -0.381 -0.812
O -2.403254 4.289299 3.069182 0.047 -0.467 2.006
C -1.024867 2.456199 2.400436 -0.116 -0.144 -1.601
C -0.533808 1.707180 1.334512 -0.397 -1.505 0.900
C -2.464779 -0.081619 -1.768252 -3.342 -0.603 -1.044
O -2.799320 -0.212731 -2.928003 1.344 0.123 1.121
O -3.412343 0.395225 -0.890607 1.877 -0.418 0.403
H 0.594277 -4.394926 0.399061 -0.518 -0.258 -0.118
H -0.935645 -3.623188 0.450258 1.685 0.052 0.070
H 0.366421 -1.537457 0.458483 0.714 0.458 0.479
H 2.566815 -3.018857 1.043848 0.524 0.131 0.860
H 2.421331 -3.578973 -0.609376 -0.064 0.175 0.387
H 2.681983 -1.351274 -1.517160 -0.330 0.174 -0.379
H 4.165498 -1.968595 -0.941566 -0.870 0.003 0.684
H 4.384539 0.802753 0.977184 0.504 -0.088 -0.874
H -0.738406 -1.541239 -2.859599 -0.706 0.083 -1.699
H -1.295128 -0.700530 -0.049240 -0.171 -0.504 -0.967
H 0.600491 0.709370 -0.821574 1.086 -0.139 0.112
H -0.504238 1.392337 -2.042980 0.372 -0.035 0.194
H -1.980263 3.198116 -1.280475 -0.223 0.303 -0.608
H -2.799953 4.683535 0.634573 0.118 -0.399 -0.247
H -2.112548 3.856752 3.915223 -0.610 0.991 -0.882
H -0.691689 2.274722 3.393993 0.154 -0.206 0.729
H 0.059841 0.784892 1.558285 -0.194 1.140 -0.221
H -2.919812 0.366219 -0.039681 -1.046 0.481 -0.185

=====

Entry 5:
39
Properties=species:S:1:pos:R:3:forces:R:3 method="wB97M-V/def2-TZVPD" smiles="COCC/N=C1/NN=C(c2ccc(NC(C)=O)cc2)CS1" gap_ev=8.345
C 4.708395 2.633431 1.277899 0.020 0.067 0.082
O 4.610729 1.548526 0.395969 0.043 -0.162 -0.145
C 5.738459 0.708686 0.414121 0.261 -0.250 -0.139
C 5.481182 -0.455593 -0.545002 0.071 0.415 0.113
N 4.448116 -1.306238 -0.042444 -0.170 -0.271 0.366
C 3.232479 -1.064217 -0.286069 0.231 0.646 -0.544
N 2.284911 -1.878979 0.278669 -0.006 -0.755 0.081
N 0.960365 -1.658018 0.383711 -0.772 0.257 0.094
C 0.334099 -1.012762 -0.530870 0.873 -0.089 0.041
C -1.090981 -0.769991 -0.327489 -0.617 0.028 0.073
C -1.795268 -1.577391 0.571378 -0.024 0.101 -0.140
C -3.139068 -1.383787 0.791361 -0.049 0.093 -0.047
C -3.829366 -0.368613 0.125613 0.424 0.100 -0.190
N -5.191405 -0.221311 0.391683 -0.044 -0.329 0.304
C -6.084978 0.667455 -0.139788 -0.389 -0.189 0.272
C -7.476284 0.486531 0.433579 -0.013 0.191 -0.166
O -5.812594 1.501849 -0.969661 0.085 0.203 -0.198
C -3.134748 0.449538 -0.760177 -0.311 0.139 -0.027
C -1.787139 0.245820 -0.981239 0.289 -0.337 0.202
C 1.045514 -0.561700 -1.768565 0.622 -0.012 0.187
S 2.612703 0.268742 -1.299639 -0.352 -0.232 0.085
H 4.816068 2.294891 2.316645 -0.017 0.032 -0.039
H 5.564067 3.273701 1.027165 -0.042 0.003 0.023
H 3.786423 3.201647 1.173819 0.034 0.066 0.077
H 5.909572 0.320326 1.430033 0.000 0.041 -0.091
H 6.635808 1.262233 0.095093 -0.065 -0.033 0.039
H 5.211873 -0.030905 -1.523484 0.181 -0.047 -0.021
H 6.389874 -1.056007 -0.632761 0.025 0.179 -0.084
H 2.645329 -2.469003 1.019625 -0.026 0.199 -0.184
H -1.262490 -2.360675 1.085799 0.011 -0.075 0.062
H -3.668219 -2.022783 1.485390 -0.049 -0.077 0.068
H -5.554337 -0.874308 1.073143 -0.022 0.184 -0.150
H -8.140799 1.223678 -0.007082 0.026 0.000 -0.008
H -7.849232 -0.510379 0.207184 -0.045 -0.086 0.023
H -7.459763 0.619685 1.513356 -0.026 -0.025 0.094
H -3.654589 1.242992 -1.269874 -0.012 0.006 -0.001
H -1.277374 0.915259 -1.656663 0.044 0.044 -0.083
H 0.486018 0.147094 -2.369679 -0.024 -0.050 -0.007
H 1.306646 -1.429415 -2.380736 -0.166 0.024 -0.022

=====

Entry 6:
39
Properties=species:S:1:pos:R:3:forces:R:3 method="wB97M-V/def2-TZVPD" smiles="CC(C)Sc1nnc(OC(=O)N(C)C)n1-c1ccccc1" gap_ev=8.882
C -4.731119 -0.800206 -1.191199 -0.068 0.046 -0.068
C -4.565273 -0.062027 0.123579 0.468 -0.044 -0.035
C -4.663596 -0.976351 1.330107 -0.062 0.035 0.077
S -2.981100 0.879901 0.149482 -0.430 0.534 0.058
C -1.792272 -0.370381 -0.002428 -0.079 -0.099 -0.086
N -1.994039 -1.659034 -0.049232 -0.766 0.542 0.169
N -0.802878 -2.265126 -0.196547 1.500 -0.519 -0.197
C 0.100830 -1.340773 -0.255527 -0.549 0.071 0.269
O 1.416926 -1.552929 -0.444188 0.191 -0.025 -0.149
C 2.269514 -1.031353 0.512555 0.033 0.098 0.341
O 1.874299 -0.440325 1.485210 -0.210 -0.100 0.097
N 3.553964 -1.261242 0.204502 0.058 -0.126 -0.165
C 4.001483 -1.985492 -0.960049 -0.033 -0.109 -0.212
C 4.584394 -0.765984 1.086696 -0.053 0.148 0.206
N -0.456601 -0.088958 -0.143368 -0.172 -0.782 -0.048
C 0.209087 1.150126 -0.176658 0.238 0.596 -0.123
C 1.136698 1.390676 -1.183052 -0.164 -0.051 0.037
C 1.818727 2.593210 -1.206116 0.069 0.012 -0.005
C 1.571358 3.552753 -0.239199 0.064 0.074 -0.001
C 0.639328 3.308946 0.755652 -0.031 0.043 -0.009
C -0.043581 2.107902 0.795300 0.024 -0.156 -0.101
H -5.722050 -1.247626 -1.232827 -0.129 -0.069 -0.018
H -3.986571 -1.588903 -1.265463 -0.073 -0.018 -0.058
H -4.620612 -0.120392 -2.033500 -0.023 0.010 -0.075
H -5.296422 0.749508 0.198983 0.115 -0.009 -0.004
H -3.909975 -1.756641 1.260222 -0.073 -0.026 0.059
H -4.516384 -0.417107 2.251443 -0.018 0.002 0.085
H -5.648719 -1.437640 1.356385 -0.131 -0.071 0.015
H 4.554113 -1.317861 -1.626693 0.016 -0.053 -0.026
H 3.150732 -2.401499 -1.490347 0.126 -0.010 -0.025
H 4.662674 -2.798433 -0.652220 0.004 0.000 -0.040
H 4.109816 -0.232913 1.907113 0.108 -0.024 -0.038
H 5.172800 -1.595903 1.483535 0.023 0.010 -0.008
H 5.245835 -0.086909 0.544552 0.030 -0.008 0.011
H 1.318280 0.641093 -1.940080 -0.025 -0.045 -0.043
H 2.542514 2.780687 -1.985486 0.046 0.022 -0.061
H 2.106708 4.490067 -0.260948 0.035 0.080 0.001
H 0.447518 4.054450 1.512141 -0.017 0.064 0.068
H -0.756395 1.902691 1.577653 -0.041 -0.042 0.102

=====

The calculation returns the following E_tot values, one per record and in order: -58864.49523, -32607.35355, -78640.36674, -30075.81187, -35700.01033, -35700.84939 eV.